No. 1
Computed, not measured: a molecular structure, C21H20NO6P, with ωB97M-V with the def2-TZVPD basis set.

Properties
Kohn-Sham gap (eV): 8.04
Charge: 0

Atoms and positions in Å:
C 7.228 1.387 0.492
H 7.147 1.917 -0.531
O 6.167 1.387 1.161
C 4.989 0.612 0.657
C 4.905 -0.137 -0.723
C 3.665 -0.684 -0.921
C 2.517 -0.774 0.019
C 2.641 -0.026 0.985
C 3.758 0.616 1.422
H 3.914 1.014 2.477
H 1.751 0.121 1.789
P 1.046 -1.401 -0.920
O 1.439 -2.483 -2.125
C -0.160 -0.197 -1.028
C -0.294 0.917 -0.539
C -1.473 1.696 -0.456
C -2.399 1.149 -1.368
C -2.336 0.055 -2.043
C -1.081 -0.569 -2.010
H -1.102 -1.560 -2.365
H -3.140 -0.189 -2.883
O -3.707 2.075 -1.471
C -3.848 3.280 -0.846
H -3.969 3.018 0.346
H -4.811 3.690 -1.498
H -2.999 3.951 -1.109
H -1.457 2.480 -0.054
H 0.547 1.430 0.209
H 3.583 -1.110 -1.829
H 5.762 0.021 -1.164
H 7.598 0.508 0.133
H 7.859 1.919 0.885
C 0.600 -2.573 0.610
O -0.775 -3.160 0.332
C -1.816 -2.278 0.635
C -2.979 -2.381 0.121
C -4.100 -1.784 0.080
C -4.020 -0.588 1.248
C -2.833 -0.217 1.600
C -1.823 -0.933 1.517
H -0.705 -0.848 2.057
H -2.901 0.713 2.413
N -5.234 0.231 1.119
O -4.985 1.237 1.592
O -6.321 -0.053 0.621
H -4.921 -2.113 -0.203
H -2.983 -3.600 -0.455
H 0.840 -2.341 1.628
H 1.211 -3.422 0.391

Charges in e, computed with natural (NBO), in the same order as the atoms: -0.189, 0.110, -0.478, 0.352, -0.256, -0.138, -0.410, -0.174, -0.307, 0.238, 0.198, 1.818, -0.996, -0.570, -0.096, -0.212, 0.354, -0.284, -0.095, 0.241, 0.271, -0.577, -0.263, 0.190, 0.219, 0.163, 0.186, 0.213, 0.224, 0.215, 0.154, 0.179, -0.372, -0.489, 0.370, -0.274, -0.088, 0.037, -0.315, -0.234, 0.226, 0.263, 0.544, -0.367, -0.408, 0.203, 0.178, 0.208, 0.236

=====

No. 2
Computed, not measured: a single C21H20O6 molecule, with ωB97M-V with the def2-TZVPD basis set.

Properties
Kohn-Sham gap (eV): 8.57
Charge: 0
SMILES: COCCOC(=O)/C(=C/c1ccc(OC(=O)c2ccccc2)cc1)C(C)=O

Atoms and positions in Å:
C -4.697 -3.071 0.600
O -6.081 -2.837 0.482
C -6.438 -1.483 0.404
C -6.012 -0.796 -0.902
O -4.648 -0.381 -0.875
C -4.393 0.815 -0.332
O -5.250 1.548 0.101
C -2.939 1.125 -0.335
C -2.044 0.127 -0.252
C -0.599 0.197 -0.178
C 0.118 -1.003 -0.243
C 1.496 -1.031 -0.188
C 2.195 0.164 -0.060
O 3.566 0.251 0.054
C 4.406 -0.618 -0.551
O 4.054 -1.512 -1.278
C 5.820 -0.316 -0.227
C 6.181 0.691 0.665
C 7.517 0.923 0.934
C 8.496 0.158 0.320
C 8.141 -0.846 -0.568
C 6.808 -1.084 -0.841
C 1.500 1.368 0.027
C 0.124 1.384 -0.030
C -2.651 2.597 -0.435
C -2.945 3.349 0.832
O -2.293 3.113 -1.462
H -4.583 -4.142 0.763
H -4.159 -2.783 -0.309
H -4.277 -2.525 1.454
H -6.022 -0.919 1.254
H -7.528 -1.470 0.468
H -6.096 -1.493 -1.738
H -6.645 0.081 -1.070
H -2.440 -0.881 -0.213
H -0.419 -1.935 -0.346
H 2.023 -1.969 -0.248
H 5.416 1.284 1.142
H 7.797 1.704 1.625
H 9.538 0.345 0.534
H 8.904 -1.441 -1.045
H 6.506 -1.860 -1.528
H 2.059 2.284 0.138
H -0.390 2.328 0.040
H -4.022 3.292 0.996
H -2.642 4.388 0.738
H -2.453 2.880 1.681

Charges in e, computed with natural (NBO), in the same order as the atoms: -0.253, -0.530, -0.089, -0.118, -0.508, 0.788, -0.607, -0.250, -0.106, -0.029, -0.171, -0.255, 0.293, -0.498, 0.773, -0.574, -0.120, -0.174, -0.222, -0.181, -0.221, -0.166, -0.228, -0.189, 0.589, -0.735, -0.513, 0.195, 0.169, 0.163, 0.175, 0.201, 0.206, 0.213, 0.218, 0.212, 0.248, 0.228, 0.217, 0.216, 0.218, 0.235, 0.227, 0.219, 0.273, 0.232, 0.228

=====

No. 3
Computed, not measured: a molecular structure, C21H21BF2GaN5, with ωB97M-V with the def2-TZVPD basis set.

Properties
Kohn-Sham gap (spin up / spin down) (eV): 3.95 / 4.09
Charge: -2

Atoms and positions in Å:
Ga 9.037 4.175 9.303
C 6.421 6.602 15.022
C 6.710 6.293 13.617
C 5.687 5.840 12.769
C 5.972 5.554 11.414
C 7.316 5.694 10.910
N 7.608 5.560 9.590
C 6.878 6.141 8.625
C 5.892 7.129 8.859
C 5.189 7.836 7.861
C 5.565 7.652 6.547
C 5.010 8.506 5.394
C 6.346 6.543 6.232
C 7.178 5.997 7.246
N 8.414 5.524 6.760
C 8.976 5.724 5.569
C 10.344 5.483 5.596
C 10.572 4.866 6.841
N 9.454 5.063 7.619
C 8.274 6.093 11.813
C 7.979 6.477 13.161
N 9.693 5.881 11.519
C 10.699 6.218 12.383
C 11.828 5.541 11.948
C 11.528 4.672 10.886
N 10.190 4.878 10.562
H 5.628 7.371 14.989
H 7.353 6.907 15.558
H 6.033 5.730 15.520
H 4.655 5.729 13.156
H 5.225 5.274 10.679
H 5.682 7.367 9.930
H 4.475 8.566 8.284
H 5.394 9.538 5.664
H 3.899 8.484 5.306
H 5.496 8.124 4.511
H 6.641 6.380 5.191
H 8.398 6.060 4.716
H 11.086 5.848 4.896
H 11.478 4.295 7.190
H 8.667 7.042 13.800
H 10.770 6.930 13.194
H 12.827 5.518 12.421
H 12.231 4.108 10.267
F 10.905 7.102 15.593
B 9.828 6.502 16.100
F 9.830 5.159 16.109
C 8.887 7.234 16.993
H 8.756 8.321 17.015
H 8.031 6.742 17.477
H 8.091 2.925 9.235

Charges in e, computed with natural (NBO), in the same order as the atoms: 1.434, -0.667, -0.019, -0.259, -0.231, 0.149, -0.766, 0.163, -0.286, -0.276, -0.064, -0.623, -0.294, 0.105, -0.184, -0.151, -0.341, -0.120, -0.530, 0.120, -0.246, -0.201, -0.138, -0.302, -0.164, -0.600, 0.182, 0.291, 0.194, 0.188, 0.208, 0.217, 0.193, 0.205, 0.195, 0.200, 0.183, 0.195, 0.209, 0.202, 0.235, 0.249, 0.203, 0.192, -0.536, 1.035, -0.536, -1.257, 0.174, 0.172, -0.300

=====

No. 4
Computed, not measured: a molecular structure, C21H21Ba2F7O25P, with ωB97M-V with the def2-TZVPD basis set.

Properties
Kohn-Sham gap (eV): 8.19
Charge: +1

Atoms and positions in Å:
Ba 2.528 0.734 -2.258
Ba -1.623 2.520 -1.707
P 0.203 0.518 -0.547
O -0.135 0.450 -2.095
O 1.381 -0.429 -0.288
O -1.147 0.488 0.133
O 0.781 1.977 -0.668
C -2.560 1.885 2.705
C -1.703 2.576 3.752
O -2.502 3.643 4.162
C -3.489 3.870 3.236
O -4.306 4.715 3.319
O -3.343 2.983 2.214
F -0.557 3.095 3.146
H -3.190 1.151 3.208
H -1.979 1.485 1.889
H -1.373 1.978 4.594
C -2.521 -2.883 0.755
C -1.441 -2.169 1.541
O -0.839 -3.208 2.263
C -1.720 -4.256 2.374
O -1.629 -5.146 3.134
O -2.702 -4.113 1.448
F -1.917 -1.252 2.450
H -2.127 -3.162 -0.229
H -3.415 -2.296 0.561
H -0.660 -1.693 0.957
C 1.178 0.413 2.978
C 2.310 -0.594 2.920
O 1.851 -1.614 3.742
C 0.780 -1.182 4.498
O 0.228 -1.851 5.290
O 0.496 0.098 4.191
F 3.481 -0.050 3.385
H 0.487 0.279 2.140
H 1.432 1.471 2.956
H 2.522 -0.934 1.907
C 1.909 5.201 1.278
C 2.737 3.926 1.189
O 3.048 3.650 2.516
C 2.821 4.763 3.287
O 3.054 4.842 4.435
O 2.282 5.748 2.515
F 3.927 4.122 0.507
H 0.845 4.980 1.195
H 2.215 5.849 0.453
H 2.230 3.096 0.709
C 3.221 -3.929 -0.268
C 1.717 -3.745 -0.148
O 1.382 -4.587 0.907
C 2.355 -5.548 1.042
O 2.241 -6.542 1.653
O 3.472 -5.159 0.361
F 1.091 -4.226 -1.300
H 3.735 -3.069 0.174
H 3.506 -3.963 -1.321
H 1.302 -2.750 -0.019
C -1.595 -1.844 -2.641
C -1.885 -1.222 -4.019
O -3.206 -1.655 -4.199
C -3.362 -2.864 -3.569
O -4.288 -3.580 -3.681
O -2.274 -3.081 -2.787
F -1.069 -1.766 -4.976
H -2.071 -1.231 -1.869
H -0.545 -1.965 -2.413
H -1.875 -0.139 -4.101
C 0.571 1.056 -6.418
C -0.675 1.903 -6.536
O -0.472 2.870 -5.527
C 0.347 2.360 -4.608
O 0.538 2.831 -3.521
O 0.815 1.167 -4.992
F -1.783 1.184 -6.185
H 1.393 1.482 -6.992
H 0.437 0.010 -6.676
H -0.868 2.331 -7.514

Charges in e, computed with Löwdin, in the same order as the atoms: 1.981, 1.986, -0.223, -0.740, -0.532, -0.439, -0.697, -0.054, -0.267, 0.142, -0.534, 0.205, 0.047, 0.029, 0.152, 0.087, 0.169, -0.050, -0.311, 0.114, -0.525, 0.221, 0.094, 0.062, 0.124, 0.147, 0.116, -0.061, -0.309, 0.142, -0.540, 0.216, 0.076, 0.061, 0.094, 0.126, 0.138, -0.076, -0.310, 0.125, -0.519, 0.219, 0.093, 0.036, 0.131, 0.143, 0.118, -0.085, -0.294, 0.128, -0.509, 0.229, 0.095, 0.029, 0.134, 0.138, 0.123, -0.094, -0.311, 0.124, -0.528, 0.222, 0.075, 0.070, 0.121, 0.122, 0.128, 0.005, -0.253, 0.167, -0.617, -0.032, 0.021, 0.086, 0.155, 0.155, 0.186

=====

Number 1: E -1659.00858 a.u.. Number 2: E -1263.66003 a.u.. Number 3: E -3235.89421 a.u.. Number 4: E -3785.40730 a.u..